The following is a DFT calculation (the ωB97M-V functional and the def2-TZVPD basis) of a molecular structure, AgI.

The expectation value of S² is 0.7531. The calculation puts the max |F| at 0.199 eV/A. For the energy relative to the best compared isomer or geometry (same formula, charge and spin), the calculation gives 0.005 eV. As for the lowest unoccupied orbital energy (spin up / spin down): -0.232 / -0.320 hartree. Its multiplicity is 2. For the orbital gap (spin up / spin down), the calculation gives 9.45 / 6.71 eV. The charge is +1.

Structure (XYZ):
```
2
AgI | OMol25 | the ωB97M-V functional and the def2-TZVPD basis
Ag 5.953 -10.446 7.444
I 6.380 -12.380 9.356
```



The following is a DFT calculation (the ωB97M-V functional and the def2-TZVPD basis) of a single C16H20N4O3 molecule at a distorted geometry.

The calculation puts the max |F| at 1.316 eV/A. For the energy relative to the best compared isomer or geometry (same formula, charge and spin), the calculation gives 2.855 eV. As for the lowest unoccupied orbital energy: 0.000 hartree. For the orbital gap, the calculation gives 7.39 eV. Its structure (SMILES) is COc1ccc2[nH]c3nnc(C)c-3c(NCCOCCO)c2c1.

Structure (XYZ):
```
43
C16H20N4O3 | OMol25 | the ωB97M-V functional and the def2-TZVPD basis
C 4.512 -2.363 1.360
O 4.502 -1.971 0.010
C 3.478 -1.190 -0.439
C 3.537 -0.853 -1.803
C 2.573 -0.057 -2.353
C 1.511 0.434 -1.577
N 0.572 1.228 -2.154
C -0.378 1.828 -1.395
N -1.240 2.733 -1.780
N -1.943 3.102 -0.687
C -1.594 2.403 0.366
C -2.187 2.724 1.696
C -0.536 1.494 0.006
C 0.275 0.523 0.571
N 0.063 0.001 1.813
C -1.258 -0.365 2.269
C -1.636 -1.782 1.800
O -1.556 -1.948 0.401
C -2.521 -1.266 -0.371
C -3.971 -1.663 -0.081
O -4.439 -0.943 1.042
C 1.415 0.081 -0.210
C 2.432 -0.730 0.330
H 3.629 -2.961 1.612
H 5.404 -2.975 1.482
H 4.574 -1.500 2.031
H 4.359 -1.230 -2.387
H 2.621 0.216 -3.397
H 0.626 1.456 -3.136
H -1.465 2.561 2.494
H -3.081 2.129 1.892
H -2.487 3.769 1.687
H 0.746 -0.691 2.089
H -1.280 -0.336 3.361
H -1.989 0.336 1.881
H -0.928 -2.515 2.200
H -2.639 -2.012 2.174
H -2.436 -0.178 -0.258
H -2.274 -1.531 -1.401
H -4.026 -2.746 0.103
H -4.571 -1.424 -0.966
H -5.395 -1.041 1.108
H 2.412 -0.978 1.380
```



The following is a DFT calculation (the ωB97M-V functional and the def2-TZVPD basis) of a single C5H11N molecule at a distorted geometry.

The calculation puts the max |F| at 2.205 eV/A. For the energy relative to the best compared isomer or geometry (same formula, charge and spin), the calculation gives 3.411 eV. As for the lowest unoccupied orbital energy: 0.035 hartree. For the orbital gap, the calculation gives 9.33 eV. Its structure (SMILES) is CN1CC1(C)C.

Structure (XYZ):
```
17
C5H11N | OMol25 | the ωB97M-V functional and the def2-TZVPD basis
C -1.354 -0.760 -0.821
N -0.006 -1.282 -0.447
C 0.955 -1.188 0.645
C 0.393 0.043 0.155
C 1.067 0.902 -0.861
C -0.471 0.758 1.191
H -2.152 -0.952 -0.110
H -1.409 0.340 -1.041
H -1.502 -1.219 -1.785
H 1.983 -1.338 0.308
H 0.770 -1.475 1.680
H 1.835 1.493 -0.371
H 0.356 1.578 -1.358
H 1.500 0.249 -1.625
H 0.244 1.269 1.844
H -1.155 1.511 0.781
H -1.054 0.070 1.816
```



The following is a DFT calculation (the ωB97M-V functional and the def2-TZVPD basis) of a molecular structure, C11H14IN5O2PtS at a distorted geometry.

The calculation puts the max |F| at 1.101 eV/A. For the energy relative to the best compared isomer or geometry (same formula, charge and spin), the calculation gives 0.000 eV. As for the lowest unoccupied orbital energy: 0.002 hartree. For the orbital gap, the calculation gives 8.13 eV.

Structure (XYZ):
```
35
C11H14IN5O2PtS | OMol25 | the ωB97M-V functional and the def2-TZVPD basis
Pt 0.563 0.300 -1.306
O 2.544 -0.178 -1.105
N 3.114 -0.270 0.041
N 2.361 -0.674 0.992
O 1.079 -0.861 0.894
C 2.978 -0.859 2.279
C 2.176 -1.280 3.327
C 2.747 -1.473 4.577
C 4.099 -1.244 4.774
C 4.887 -0.819 3.711
C 4.336 -0.622 2.457
H 1.125 -1.446 3.153
H 2.127 -1.802 5.400
H 4.541 -1.393 5.750
H 5.943 -0.637 3.857
H 4.941 -0.291 1.628
C -4.906 0.744 -4.107
C -4.575 1.465 -2.801
C -3.497 0.764 -2.039
N -2.248 0.963 -2.227
N -1.452 0.148 -1.468
C -2.125 -0.655 -0.672
N -1.576 -1.569 0.149
S -3.833 -0.474 -0.858
H -5.665 1.290 -4.665
H -5.284 -0.262 -3.917
H -4.016 0.658 -4.728
H -5.465 1.550 -2.174
H -4.224 2.478 -2.998
H -0.607 -1.452 0.445
H -2.183 -1.988 0.833
I 2.197 3.068 -2.352
C 0.311 2.078 -2.169
H -0.125 2.033 -3.161
H -0.288 2.711 -1.519
```



Look up the energy relative to the best compared isomer or geometry (same formula, charge and spin) of the fourth one.
0.000 eV



Number 3 is which compound?
C5H11N



Number 1 is which compound?
AgI



max |F| of number 4 (C11H14IN5O2PtS)?
1.101 eV/A